{
  "formula": "C4H5NO3",
  "method": "ωB97M-V/def2-TZVPD",
  "gap_ha": 0.2810,
  "molar_mass_g_mol": 115.088,
  "spin_multiplicity": 1,
  "total_charge": 0,
  "e_homo_ev": -7.8,
  "symbols": ["C", "C", "C", "C", "H", "H", "H", "H", "H", "N", "O", "O", "O"],
  "positions_angstrom": [[-0.935, 0.201, -0.235], [-0.785, -1.206, -0.160], [0.618, -1.472, -0.214], [0.304, 0.745, -0.493], [-2.726, -0.256, 0.697], [-1.809, -1.660, 0.337], [0.964, -2.456, 0.111], [2.226, 0.934, 0.797], [0.030, 2.828, -0.664], [1.140, -0.279, -0.255], [-2.159, 0.645, 0.002], [2.448, -0.007, 0.063], [0.684, 1.982, 0.013]]
}

{
  "formula": "C11H19AgF3O5",
  "method": "ωB97M-V/def2-TZVPD",
  "gap_ha": [0.1960, 0.1809],
  "molar_mass_g_mol": 396.130,
  "spin_multiplicity": 2,
  "total_charge": -2,
  "e_homo_ev": [-0.9, -0.5],
  "symbols": ["Ag", "F", "F", "F", "C", "C", "C", "O", "H", "H", "H", "H", "H", "H", "H", "O", "C", "O", "C", "C", "C", "H", "H", "H", "H", "H", "H", "O", "C", "O", "C", "C", "C", "H", "H", "H", "H", "H", "H"],
  "positions_angstrom": [[1.631, -1.591, -1.819], [0.920, -1.601, -4.040], [3.322, -0.101, -2.418], [2.791, -3.444, -2.489], [2.706, 0.901, 1.523], [2.107, -0.463, 1.623], [1.083, -0.426, 2.740], [1.705, -0.956, 0.370], [3.130, 1.317, 2.437], [2.045, 1.756, 1.379], [3.394, 1.045, 0.691], [2.839, -1.136, 2.069], [1.594, -0.270, 3.690], [0.730, -1.402, 3.073], [0.191, 0.187, 2.619], [0.193, 0.473, -2.153], [0.204, 1.388, -1.388], [-0.647, 1.593, -0.375], [-0.443, 2.770, 0.377], [0.505, 3.537, -0.507], [1.261, 2.503, -1.392], [0.167, 2.438, 1.218], [-1.300, 3.337, 0.741], [1.192, 4.096, 0.129], [0.154, 4.396, -1.079], [2.222, 2.139, -1.028], [1.472, 2.888, -2.390], [-0.551, -2.123, -1.448], [-1.734, -2.001, -1.040], [-2.703, -2.294, -1.749], [-3.909, -2.590, -1.036], [-3.717, -1.981, 0.372], [-2.200, -1.743, 0.370], [-4.084, -3.664, -0.971], [-4.789, -2.126, -1.482], [-4.004, -2.676, 1.160], [-4.143, -0.993, 0.547], [-1.445, -2.376, 0.835], [-1.888, -0.810, 0.840]]
}

{
  "formula": "C47H56CoN6O3PSSb2",
  "method": "ωB97M-V/def2-TZVPD",
  "gap_ha": [0.2679, 0.2874],
  "molar_mass_g_mol": 1118.498,
  "spin_multiplicity": 2,
  "total_charge": 1,
  "e_homo_ev": [-10.0, -10.1],
  "symbols": ["Co", "O", "C", "O", "C", "P", "C", "C", "C", "C", "C", "C", "C", "C", "C", "C", "C", "C", "H", "H", "H", "H", "H", "H", "H", "H", "H", "H", "H", "H", "C", "Sb", "C", "C", "C", "C", "C", "C", "C", "C", "C", "Sb", "C", "C", "H", "H", "H", "H", "H", "H", "H", "H", "H", "H", "H", "H", "H", "H", "H", "H", "H", "H", "H", "H", "C", "C", "C", "N", "C", "S", "N", "C", "O", "C", "C", "C", "C", "C", "C", "H", "H", "H", "H", "H", "H", "H", "H", "H", "H", "H", "H", "H", "H", "N", "H", "H", "H", "N", "C", "C", "C", "C", "C", "C", "C", "N", "C", "C", "N", "C", "H", "H", "H", "H", "H", "H", "H"],
  "positions_angstrom": [[0.222, 1.191, 0.309], [4.242, 1.722, 0.942], [3.177, 1.390, 0.464], [2.007, 1.916, 0.756], [3.089, 0.268, -0.561], [1.591, -0.697, -0.151], [2.329, -2.110, 0.717], [2.782, -1.917, 2.023], [3.422, -2.945, 2.693], [3.604, -4.177, 2.070], [3.150, -4.375, 0.774], [2.512, -3.340, 0.091], [0.959, -1.309, -1.724], [1.562, -1.300, -2.908], [0.612, -1.315, -4.096], [-0.393, -2.440, -3.945], [-1.016, -2.440, -2.772], [-0.564, -1.347, -1.829], [3.991, -0.331, -0.565], [2.950, 0.727, -1.542], [2.635, -0.955, 2.511], [3.773, -2.793, 3.709], [4.110, -4.980, 2.594], [3.300, -5.331, 0.284], [2.182, -3.484, -0.933], [2.636, -1.196, -3.053], [1.131, -1.323, -5.052], [-0.581, -3.144, -4.751], [-1.798, -3.132, -2.472], [-1.052, -1.411, -0.858], [1.797, 4.799, -0.099], [-0.063, 3.864, 0.309], [-1.195, 4.745, -1.284], [-0.696, 5.306, 1.797], [0.276, 5.448, 2.941], [1.197, 6.500, 2.914], [2.112, 6.696, 3.934], [2.112, 5.832, 5.021], [1.200, 4.788, 5.062], [0.281, 4.568, 4.032], [-0.669, 3.403, 4.127], [0.184, 1.501, 3.477], [1.727, 1.311, 4.942], [-1.278, 0.438, 4.656], [1.604, 5.798, -0.490], [2.376, 4.214, -0.817], [2.362, 4.854, 0.832], [-0.893, 5.789, -1.385], [-2.262, 4.697, -1.047], [-1.022, 4.220, -2.226], [-1.704, 5.036, 2.115], [-0.753, 6.232, 1.221], [1.180, 7.189, 2.071], [2.808, 7.526, 3.890], [2.813, 5.975, 5.836], [1.189, 4.121, 5.921], [-1.577, 3.535, 3.536], [-0.952, 3.200, 5.163], [1.345, 1.633, 5.911], [2.597, 1.903, 4.659], [2.005, 0.255, 4.997], [-1.170, 0.743, 5.702], [-1.124, -0.638, 4.573], [-2.291, 0.680, 4.315], [0.152, -7.232, 1.211], [-0.244, -6.598, -0.124], [-1.309, -5.520, 0.012], [-0.743, -4.368, 0.733], [-1.373, -3.498, 1.498], [-0.580, -2.418, 2.511], [-2.776, -3.516, 1.437], [-3.478, -3.239, 0.265], [-2.918, -3.195, -0.814], [-4.936, -2.936, 0.434], [-5.638, -3.171, 1.614], [-6.977, -2.822, 1.709], [-7.622, -2.238, 0.628], [-6.933, -2.024, -0.560], [-5.594, -2.374, -0.655], [0.971, -7.942, 1.081], [-0.695, -7.774, 1.644], [0.475, -6.479, 1.936], [-0.630, -7.362, -0.798], [0.636, -6.161, -0.613], [-2.163, -5.894, 0.578], [-1.675, -5.210, -0.961], [0.264, -4.285, 0.752], [-3.199, -3.202, 2.292], [-5.168, -3.653, 2.465], [-7.517, -3.010, 2.630], [-8.664, -1.949, 0.714], [-7.439, -1.585, -1.412], [-5.040, -2.217, -1.570], [-1.678, 0.436, 0.844], [-1.476, -0.403, 1.398], [-2.277, 0.160, 0.070], [-2.217, 1.062, 1.428], [4.414, 3.547, -9.018], [3.789, 3.132, -8.143], [2.987, 2.617, -7.052], [3.458, 2.668, -5.745], [2.674, 2.197, -4.708], [1.409, 1.684, -4.966], [0.939, 1.618, -6.271], [1.727, 2.079, -7.311], [0.608, 1.215, -3.897], [-0.237, 0.000, -3.934], [-0.866, 0.023, -2.514], [-0.198, 1.150, -1.803], [0.580, 1.725, -2.644], [4.448, 3.057, -5.547], [3.059, 2.219, -3.692], [-0.048, 1.223, -6.484], [1.366, 2.030, -8.330], [-0.975, 0.059, -4.727], [-1.942, 0.193, -2.528], [1.185, 2.597, -2.393]]
}

{
  "formula": "C82H182N8O13S5",
  "method": "ωB97M-V/def2-TZVPD",
  "gap_ha": 0.2917,
  "molar_mass_g_mol": 1648.736,
  "spin_multiplicity": 1,
  "total_charge": 0,
  "e_homo_ev": -7.7,
  "symbols": ["C", "S", "O", "C", "H", "H", "H", "H", "H", "H", "C", "S", "O", "C", "H", "H", "H", "H", "H", "H", "C", "S", "O", "C", "H", "H", "H", "H", "H", "H", "C", "S", "O", "C", "H", "H", "H", "H", "H", "H", "C", "S", "O", "C", "H", "H", "H", "H", "H", "H", "C", "C", "C", "C", "C", "C", "N", "O", "C", "C", "C", "H", "H", "H", "H", "H", "H", "H", "H", "H", "H", "H", "H", "H", "H", "H", "H", "H", "H", "H", "C", "C", "C", "C", "C", "C", "N", "O", "C", "C", "C", "H", "H", "H", "H", "H", "H", "H", "H", "H", "H", "H", "H", "H", "H", "H", "H", "H", "H", "H", "C", "C", "C", "C", "C", "C", "N", "O", "C", "C", "C", "H", "H", "H", "H", "H", "H", "H", "H", "H", "H", "H", "H", "H", "H", "H", "H", "H", "H", "H", "C", "C", "C", "C", "C", "C", "N", "O", "C", "C", "C", "H", "H", "H", "H", "H", "H", "H", "H", "H", "H", "H", "H", "H", "H", "H", "H", "H", "H", "H", "C", "C", "C", "C", "C", "C", "N", "O", "C", "C", "C", "H", "H", "H", "H", "H", "H", "H", "H", "H", "H", "H", "H", "H", "H", "H", "H", "H", "H", "H", "C", "C", "C", "C", "C", "C", "N", "O", "C", "C", "C", "H", "H", "H", "H", "H", "H", "H", "H", "H", "H", "H", "H", "H", "H", "H", "H", "H", "H", "H", "C", "C", "C", "C", "C", "C", "N", "O", "C", "C", "C", "H", "H", "H", "H", "H", "H", "H", "H", "H", "H", "H", "H", "H", "H", "H", "H", "H", "H", "H", "C", "C", "C", "C", "C", "C", "N", "O", "C", "C", "C", "H", "H", "H", "H", "H", "H", "H", "H", "H", "H", "H", "H", "H", "H", "H", "H", "H", "H", "H"],
  "positions_angstrom": [[-0.884, -2.215, -6.790], [-2.272, -3.078, -7.656], [-1.758, -3.459, -9.044], [-2.055, -4.698, -6.759], [0.040, -2.792, -6.753], [-1.230, -2.003, -5.779], [-0.714, -1.288, -7.338], [-2.640, -5.518, -7.176], [-2.249, -4.666, -5.687], [-1.003, -4.919, -6.940], [5.101, -5.043, -2.680], [5.374, -5.607, -0.954], [6.701, -5.005, -0.515], [4.034, -4.655, -0.079], [5.115, -3.983, -2.935], [4.312, -5.620, -3.161], [5.895, -5.428, -3.320], [3.044, -4.992, -0.387], [4.424, -3.638, -0.020], [4.144, -4.936, 0.968], [-2.762, -6.833, 2.236], [-2.215, -6.932, 0.522], [-3.489, -7.110, -0.319], [-1.933, -5.144, 0.337], [-3.728, -6.333, 2.170], [-2.137, -6.216, 2.882], [-2.994, -7.847, 2.561], [-2.856, -4.622, 0.591], [-1.678, -4.997, -0.712], [-1.058, -4.910, 0.943], [-5.593, -1.068, 2.899], [-3.980, -1.468, 1.993], [-3.654, -2.883, 2.399], [-4.652, -1.489, 0.200], [-6.154, -0.292, 2.378], [-5.390, -0.853, 3.948], [-6.153, -1.991, 2.752], [-5.375, -2.303, 0.157], [-3.860, -1.600, -0.540], [-5.216, -0.568, 0.053], [0.651, -4.787, 3.390], [1.083, -6.255, 2.382], [1.379, -5.900, 0.875], [2.821, -6.551, 2.999], [0.587, -4.987, 4.459], [-0.356, -4.476, 3.114], [1.386, -4.023, 3.138], [3.276, -5.613, 3.316], [3.327, -6.972, 2.130], [2.875, -7.360, 3.728], [4.292, 6.398, 1.969], [4.090, 5.257, 3.093], [4.251, 6.016, 4.414], [3.771, 5.268, 5.710], [2.392, 4.838, 5.483], [2.096, 4.025, 4.228], [2.731, 4.670, 3.028], [2.542, 3.991, 1.916], [2.380, 2.576, 4.521], [0.553, 4.130, 3.921], [5.155, 4.163, 2.933], [3.515, 7.142, 2.146], [4.096, 5.830, 1.060], [5.292, 6.827, 2.023], [5.309, 6.241, 4.551], [3.695, 6.954, 4.397], [3.730, 5.913, 6.588], [4.534, 4.496, 5.810], [1.768, 5.731, 5.504], [2.113, 4.190, 6.314], [3.434, 2.433, 4.758], [1.718, 2.102, 5.246], [2.192, 2.049, 3.586], [-0.029, 3.925, 4.819], [0.283, 5.116, 3.542], [0.296, 3.530, 3.048], [5.158, 3.793, 1.908], [5.122, 3.294, 3.591], [6.161, 4.562, 3.065], [1.843, 4.503, 1.502], [2.232, -2.690, -2.435], [1.052, -2.017, -1.740], [0.797, -2.708, -0.340], [-0.020, -1.942, 0.694], [0.556, -0.553, 0.823], [0.690, 0.237, -0.440], [1.402, -0.580, -1.490], [1.594, 0.136, -2.640], [-0.752, 0.757, -0.823], [1.536, 1.488, -0.070], [-0.209, -2.310, -2.529], [2.124, -3.775, -2.439], [3.147, -2.516, -1.869], [2.403, -2.459, -3.487], [0.381, -3.682, -0.595], [1.781, -2.900, 0.089], [-0.104, -2.594, 1.563], [-1.056, -1.870, 0.363], [1.485, -0.685, 1.378], [-0.080, -0.041, 1.545], [-1.460, -0.059, -0.960], [-1.082, 1.391, 0.000], [-0.836, 1.343, -1.738], [1.284, 2.348, -0.691], [1.362, 1.865, 0.937], [2.621, 1.395, -0.117], [-0.265, -1.888, -3.532], [-1.072, -1.785, -2.118], [-0.276, -3.394, -2.618], [2.552, 0.166, -2.693], [-1.628, 8.875, 0.082], [-1.218, 8.979, -1.418], [0.274, 9.426, -1.536], [1.214, 8.239, -1.284], [0.867, 7.036, -2.189], [-0.567, 6.529, -2.111], [-1.424, 7.726, -2.235], [-2.774, 7.323, -2.320], [-0.677, 5.497, -3.311], [-0.780, 5.709, -0.752], [-2.053, 10.123, -2.038], [-1.995, 9.812, 0.502], [-0.729, 8.607, 0.637], [-2.399, 8.110, 0.175], [0.429, 9.837, -2.534], [0.492, 10.231, -0.834], [1.173, 7.921, -0.243], [2.253, 8.557, -1.379], [1.531, 6.197, -1.983], [1.094, 7.432, -3.179], [-1.543, 4.846, -3.189], [-0.868, 6.122, -4.183], [0.113, 4.757, -3.437], [-1.826, 5.436, -0.616], [-0.122, 4.840, -0.726], [-0.583, 6.236, 0.181], [-1.911, 11.109, -1.597], [-3.116, 9.932, -2.182], [-1.733, 10.265, -3.070], [-2.909, 7.288, -3.270], [-7.493, 3.192, -4.495], [-5.945, 2.979, -4.503], [-5.166, 3.429, -3.265], [-3.739, 3.021, -3.133], [-3.465, 1.546, -3.328], [-4.183, 0.984, -4.578], [-5.627, 1.474, -4.673], [-6.411, 0.826, -5.704], [-3.365, 1.124, -5.809], [-4.333, -0.528, -4.286], [-5.343, 3.886, -5.614], [-7.962, 3.008, -5.462], [-7.758, 4.180, -4.119], [-7.901, 2.462, -3.796], [-5.267, 4.508, -3.149], [-5.761, 3.044, -2.437], [-3.311, 3.284, -2.166], [-3.240, 3.521, -3.963], [-3.821, 1.173, -2.368], [-2.386, 1.392, -3.328], [-2.490, 0.480, -5.725], [-3.940, 0.742, -6.653], [-3.015, 2.148, -5.937], [-4.725, -1.068, -5.148], [-3.440, -1.098, -4.030], [-5.166, -0.700, -3.604], [-4.329, 3.697, -5.967], [-5.506, 4.933, -5.356], [-5.963, 3.865, -6.510], [-7.227, 0.568, -5.270], [-6.961, 5.370, -0.009], [-5.745, 6.035, 0.754], [-6.167, 6.357, 2.199], [-5.985, 5.139, 3.130], [-4.609, 4.419, 2.953], [-4.346, 4.053, 1.411], [-4.491, 5.275, 0.626], [-4.139, 5.091, -0.723], [-2.848, 3.448, 1.424], [-5.224, 2.921, 0.937], [-5.474, 7.393, 0.079], [-7.802, 5.095, 0.627], [-6.741, 4.553, -0.696], [-7.423, 6.123, -0.649], [-5.731, 7.259, 2.626], [-7.214, 6.658, 2.204], [-6.845, 4.471, 3.096], [-6.041, 5.562, 4.133], [-4.557, 3.515, 3.558], [-3.781, 5.076, 3.221], [-2.430, 3.202, 0.448], [-2.141, 4.140, 1.879], [-2.900, 2.468, 1.898], [-5.129, 2.655, -0.116], [-5.026, 2.040, 1.548], [-6.284, 3.162, 1.021], [-5.334, 7.209, -0.986], [-4.552, 7.849, 0.441], [-6.300, 8.062, 0.317], [-3.412, 5.718, -0.708], [0.650, -7.115, -5.640], [1.410, -7.732, -4.471], [0.760, -8.998, -4.041], [0.940, -10.095, -5.151], [2.450, -10.304, -5.445], [3.227, -9.023, -5.910], [2.806, -8.012, -4.906], [3.536, -6.871, -5.203], [4.784, -9.355, -5.672], [2.891, -8.763, -7.440], [1.558, -6.677, -3.286], [0.829, -6.062, -5.859], [-0.392, -7.101, -5.321], [0.648, -7.669, -6.578], [1.265, -9.357, -3.144], [-0.217, -8.872, -3.575], [0.457, -9.719, -6.053], [0.500, -11.059, -4.894], [2.711, -11.115, -6.125], [2.757, -10.631, -4.451], [5.085, -10.400, -5.741], [5.352, -8.775, -6.400], [5.161, -9.004, -4.712], [3.097, -7.766, -7.831], [3.502, -9.404, -8.076], [1.850, -8.982, -7.679], [1.972, -7.117, -2.379], [0.635, -6.128, -3.100], [2.145, -5.779, -3.479], [3.075, -6.548, -5.980], [0.954, -1.778, 4.670], [-0.076, -1.405, 5.749], [-1.114, -0.438, 5.167], [-2.506, -0.427, 5.753], [-2.976, -1.924, 5.809], [-2.110, -2.913, 6.535], [-0.711, -2.780, 6.051], [0.236, -3.685, 6.636], [-2.221, -2.660, 8.110], [-2.643, -4.303, 6.239], [0.490, -0.720, 7.013], [1.856, -2.129, 5.171], [1.333, -0.888, 4.166], [0.520, -2.475, 3.953], [-0.685, 0.557, 5.283], [-1.286, -0.506, 4.093], [-3.293, 0.110, 5.222], [-2.425, 0.013, 6.747], [-3.217, -2.374, 4.846], [-3.974, -1.813, 6.233], [-3.237, -2.833, 8.463], [-1.623, -3.480, 8.509], [-1.929, -1.650, 8.395], [-3.584, -4.459, 6.766], [-2.868, -4.404, 5.177], [-1.936, -5.079, 6.530], [-0.235, -0.588, 7.817], [0.845, 0.298, 6.850], [1.311, -1.268, 7.475], [0.401, -4.315, 5.931], [8.767, -2.681, 2.226], [7.805, -1.546, 2.504], [8.627, -0.322, 2.108], [7.776, 0.946, 1.903], [6.519, 0.761, 1.085], [5.701, -0.568, 1.387], [6.579, -1.741, 1.705], [5.854, -2.861, 1.881], [4.881, -0.267, 2.627], [4.858, -0.872, 0.106], [7.481, -1.453, 4.053], [9.779, -2.585, 2.618], [8.841, -2.816, 1.146], [8.491, -3.663, 2.610], [9.367, -0.018, 2.849], [9.184, -0.456, 1.181], [8.460, 1.730, 1.578], [7.427, 1.286, 2.878], [6.655, 0.991, 0.028], [5.926, 1.661, 1.251], [3.999, 0.336, 2.412], [4.516, -1.191, 3.075], [5.388, 0.340, 3.377], [5.358, -1.515, -0.618], [3.942, -1.377, 0.412], [4.653, 0.064, -0.413], [8.374, -1.556, 4.670], [6.713, -2.181, 4.314], [6.988, -0.513, 4.301], [5.878, -3.291, 1.023]]
}

E_tot values, unit hartree, following the record order: -435.6032 -1253.0885 -4981.4775 -6639.9134.
Max |F| values, unit eV/A, following the record order: 6.20 8.31 1.24 5.17.